Molecular formula: C3H4Se
Method: DFT, the ωB97M-V functional and the def2-TZVPD basis

E_HOMO: -8.5 eV
frontier orbital gap: 8.27 eV

Geometry (Å):
C  0.49285  0.06893  -0.24809
C  1.57368  0.61205  0.35755
C  -2.11616  -0.89211  -0.45280
Se  -1.11310  -0.00485  0.74607
H  1.46511  1.13212  1.35006
H  -3.08983  -1.09531  -0.19879
H  2.47838  0.62782  -0.24787
H  0.30906  -0.44866  -1.30614

Molecular formula: C3H51O23
Method: DFT, the ωB97M-V functional and the def2-TZVPD basis

net charge: -1
E_HOMO: -5.5 eV
frontier orbital gap: 7.28 eV

Geometry (Å):
C  -0.04732  0.66558  -0.84787
C  -0.16832  -0.74242  -0.17787
C  -0.00732  -0.57342  1.27213
O  -1.43332  -1.23142  -0.54987
H  0.89468  1.04658  -0.52287
H  -0.75132  1.33358  -0.38587
H  -0.09632  0.71758  -1.94987
H  0.54568  -1.37342  -0.57587
H  -0.82732  0.03358  1.64813
H  0.81068  0.00458  1.60813
H  -0.11532  -1.52242  1.78913
O  -2.75732  2.18458  -2.70787
H  -2.73032  2.57858  -1.81887
H  -2.17332  2.66558  -3.26187
O  3.50268  -0.34942  1.90713
H  4.01268  -1.15642  1.70313
H  3.56868  0.08558  1.06613
O  -3.30332  0.91458  1.58113
H  -3.34132  0.27958  2.30513
H  -3.19132  0.50058  0.72813
O  2.61668  3.35458  0.85613
H  2.80768  3.68658  1.72113
H  1.65568  3.36658  0.75213
O  1.18068  1.86058  3.40413
H  2.03368  1.93058  2.98813
H  0.51268  1.82958  2.70713
O  2.50668  -3.69742  -0.60887
H  2.43868  -3.03942  -1.31387
H  2.87168  -4.45542  -1.04287
O  3.92368  1.14758  -0.38087
H  3.56868  1.96158  -0.01587
H  3.50568  1.12958  -1.24187
O  -3.53432  0.23858  -1.15987
H  -3.15832  0.91958  -1.77187
H  -2.81232  -0.39242  -1.06387
O  2.43568  1.03758  -2.81387
H  1.82168  1.74458  -2.69087
H  3.25868  1.37758  -3.18487
O  -1.29432  -1.16042  -3.23587
H  -2.21132  -1.07442  -3.51387
H  -1.28732  -1.22942  -2.29887
O  0.02368  -3.75442  0.46313
H  -0.45032  -2.98142  0.11713
H  0.91268  -3.78742  0.02113
O  2.68368  -1.81542  -2.51687
H  2.53068  -0.86442  -2.50487
H  2.81168  -1.86242  -3.43387
O  -2.91332  3.28058  -0.22187
H  -3.87232  3.29258  -0.18887
H  -2.65532  2.67858  0.48313
O  0.56868  0.25358  -4.53087
H  1.25968  0.36958  -3.89487
H  -0.11932  -0.19642  -4.03987
O  1.85168  -2.05642  3.43813
H  2.22668  -2.90942  3.21713
H  2.27268  -1.50742  2.77113
O  -0.72332  -4.60742  3.04013
H  -0.44532  -4.19942  2.25813
H  -0.77232  -3.86542  3.66913
O  -1.18432  -1.85742  4.05613
H  -0.28032  -1.73342  4.00813
H  -1.38132  -2.25342  4.89213
O  -1.31032  2.54658  1.91913
H  -1.79232  3.19158  2.45913
H  -1.75432  1.69458  2.10713
O  0.03068  3.82358  0.06713
H  -0.56832  3.31058  0.57813
H  -0.37232  4.71058  0.03913
O  -2.74932  -2.48442  1.50813
H  -2.24632  -2.10942  0.76913
H  -2.34932  -2.14942  2.33613
O  1.02068  3.34958  -2.46887
H  0.76568  4.20758  -2.82987
H  0.56968  3.42858  -1.63687
O  -2.65332  -3.38942  -1.63187
H  -2.34132  -2.55542  -1.36087
H  -1.82532  -3.79642  -1.85787

Molecular formula: C3H5AlO4
Method: DFT, the ωB97M-V functional and the def2-TZVPD basis

spin multiplicity: 2
<S²>: 0.75
net charge: +1
E_HOMO (alpha / beta): -14.7 / -15.0 eV
frontier orbital gap (alpha / beta): 9.56 / 7.19 eV

Geometry (Å):
O  -0.27455  -0.67865  -1.31662
C  -0.28524  0.48211  0.59531
C  0.91378  -1.35908  -0.97088
O  -1.29805  0.23221  1.31523
O  0.92599  0.05814  0.98505
C  1.75431  -0.49114  -0.04941
H  1.47589  -1.56578  -1.89154
H  0.66966  -2.29922  -0.44674
H  2.21757  0.33223  -0.61267
H  2.51012  -1.09174  0.46792
Al  -1.97774  1.71465  0.61862
O  -0.38952  1.52643  -0.22678
H  -0.21387  0.49536  -1.42329

Molecular formula: C3H5B
Method: DFT, the ωB97M-V functional and the def2-TZVPD basis

E_HOMO: -10.2 eV
frontier orbital gap: 11.05 eV

Geometry (Å):
B  0.33112  0.92951  0.32722
C  -0.73872  0.67611  -0.68977
C  0.92074  -0.49335  0.20339
C  -0.48986  -0.56255  -0.23943
H  0.01617  1.73795  1.12105
H  -1.77502  0.89137  -0.84386
H  1.65697  -0.59208  -0.67578
H  1.34949  -1.22835  0.99362
H  -1.27090  -1.35860  -0.19643

Molecular formula: C3H5B
Method: DFT, the ωB97M-V functional and the def2-TZVPD basis

E_HOMO: -9.6 eV
frontier orbital gap: 10.46 eV

Geometry (Å):
B  0.18751  -1.04631  0.11568
C  1.18186  0.06575  -0.19316
C  -1.00119  -0.05947  -0.18990
C  0.13760  0.77952  0.16282
H  0.40042  -1.98143  0.77787
H  2.16210  0.41436  -0.14749
H  -1.10961  -0.09639  -1.30774
H  -2.00232  0.23051  0.13189
H  0.04364  1.69346  0.65003

Molecular formula: C3H5BN2O2
Method: DFT, the ωB97M-V functional and the def2-TZVPD basis

E_HOMO: -7.5 eV
frontier orbital gap: 6.52 eV

Geometry (Å):
B  2.29102  0.22704  0.08266
C  -2.50949  -0.44912  0.02151
C  -1.19643  -0.81148  -0.10073
C  -1.33464  1.32307  0.14315
N  -2.57942  0.90047  0.17261
N  -0.45831  0.33063  -0.02796
O  2.83808  -0.93787  0.12238
O  2.72427  1.44455  0.05079
H  -3.39742  -1.05086  0.01055
H  -0.73914  -1.77250  -0.24350
H  -1.05644  2.35583  0.23866
H  2.38476  -1.78045  0.12838
H  2.14690  2.20763  -0.00036

Molecular formula: C3H5BN2O3
Method: DFT, the ωB97M-V functional and the def2-TZVPD basis

E_HOMO (alpha / beta): -7.6 / -6.0 eV
frontier orbital gap (alpha / beta): 7.00 / 3.85 eV

Geometry (Å):
B  -1.52971  -0.28045  -0.06056
C  0.81997  -1.64297  0.19866
C  -0.37535  -1.21543  0.13180
C  1.36816  1.55149  0.15607
N  2.02185  -0.73834  0.17942
N  1.81023  0.53983  -0.44995
O  0.81207  2.53542  0.46127
O  -2.00201  0.17133  -1.30518
O  -2.16433  0.22815  1.10286
H  1.08272  -2.64258  0.21945
H  2.54974  -0.46972  1.03421
H  1.29213  0.28017  -1.33431
H  -2.73391  0.81899  -1.15840
H  -2.95156  0.86412  0.82467

Molecular formula: C3H5Br
Method: DFT, the ωB97M-V functional and the def2-TZVPD basis

E_HOMO (alpha / beta): -8.8 / -8.5 eV
frontier orbital gap (alpha / beta): 8.80 / 7.60 eV

Geometry (Å):
C  0.27849  -0.38118  -0.22612
C  -1.65379  -0.69735  0.64176
C  0.92424  0.94217  -0.43665
Br  -2.01935  -2.49354  0.96093
H  0.39646  -1.23425  -0.99935
H  -1.32007  -0.04937  1.51770
H  1.33578  1.28509  0.57664
H  0.26389  1.74676  -0.90204
H  1.79434  0.88168  -1.13286